[1]
This record from the Open Molecules 2025 dataset describes a single C16H19N3OS molecule at a distorted geometry. The level of theory is the ωB97M-V functional and the def2-TZVPD basis.

Last column: natural (NBO) charge in e.
Cartesian coordinates (Å):
S (-6.1105, 0.9294, 0.0734)  0.30
O (2.8076, 1.3541, -0.8379)  -0.62
N (-4.4066, -0.9332, -0.4340)  -0.51
N (1.8935, -0.5788, -0.1043)  -0.43
N (-6.6275, -1.6123, -0.7365)  -0.81
C (-4.4029, 1.2938, 0.1882)  -0.20
C (0.5696, -2.4697, 0.5515)  -0.45
C (4.3135, -0.4428, -0.3000)  -0.50
C (-0.2715, -1.2769, 0.2050)  0.04
C (-5.6669, -0.7164, -0.3901)  0.27
C (5.4495, 0.5499, -0.5433)  -0.39
C (-3.9666, 2.6409, 0.6416)  -0.65
C (-1.3907, 1.1202, -0.5473)  -0.19
C (0.5455, -0.2103, -0.1740)  0.14
C (-1.6385, -1.1500, 0.2171)  -0.20
C (-3.6707, 0.1863, -0.1314)  0.11
C (2.0079, -1.9552, 0.3692)  -0.20
C (-2.2150, 0.0704, -0.1496)  -0.07
C (5.6034, 1.5284, 0.6141)  -0.61
C (2.9498, 0.2162, -0.4405)  0.70
C (-0.0105, 0.9963, -0.5621)  -0.23
H (0.3860, -2.8025, 1.5742)  0.22
H (6.4209, 2.2186, 0.4207)  0.21
H (-7.5530, -1.4618, -0.3717)  0.39
H (2.5574, -1.9779, 1.3160)  0.20
H (2.5593, -2.5572, -0.3589)  0.20
H (0.6156, 1.8138, -0.8759)  0.25
H (-3.9198, 3.3413, -0.1941)  0.22
H (6.3812, -0.0027, -0.6845)  0.20
H (-1.8304, 2.0450, -0.8844)  0.21
H (-2.9824, 2.5802, 1.1019)  0.24
H (0.3531, -3.3064, -0.1149)  0.22
H (-2.2756, -1.9723, 0.5021)  0.23
H (4.4108, -0.8778, 0.6971)  0.22
H (-6.3207, -2.5696, -0.7978)  0.40
H (4.6898, 2.1034, 0.7365)  0.22
H (5.2378, 1.1067, -1.4570)  0.22
H (-4.6745, 3.0369, 1.3680)  0.22
H (5.8124, 0.9989, 1.5424)  0.19
H (4.3696, -1.2568, -1.0286)  0.23

Values from the calculation:
* net charge: 0
* LUMO level: 0.67 eV
* highest occupied orbital energy: -0.2722 hartree
* Kohn-Sham gap: 8.1 eV



[2]
This record from the Open Molecules 2025 dataset describes a molecular structure, C44H46N3P2RuSi2Te. The level of theory is the ωB97M-V functional and the def2-TZVPD basis.

Last column: Mulliken charge in e.
Cartesian coordinates (Å):
Te (-2.1445, -1.0215, 3.6264)  0.27
Ru (0.7666, 0.8469, -0.0864)  -0.98
P (0.1945, -1.2003, 1.0627)  1.81
P (-1.4362, 0.9658, 0.9245)  1.68
Si (1.3479, 2.7122, -1.5731)  1.68
Si (3.0455, 1.3197, 0.5915)  1.14
N (0.7007, -0.5977, -1.8883)  1.55
N (1.3247, -1.0089, -4.0582)  0.29
N (-4.8632, -4.7645, 1.8702)  -0.66
C (3.9645, 2.4699, -0.5940)  0.23
C (-3.0466, 3.0465, 1.9934)  -0.55
C (3.1793, 2.0899, 2.3147)  -1.34
C (-3.7588, -0.2522, -0.0595)  -0.04
C (1.8987, -4.5003, 2.8223)  -0.70
C (-4.1303, 1.5977, -2.0923)  -0.64
C (5.3279, 2.7596, -0.4978)  -0.78
C (2.4994, -3.9501, 3.9428)  -0.62
C (-1.1564, -0.4514, 1.8943)  -1.78
C (-0.4482, -0.4757, -2.7655)  -1.70
C (2.3977, -2.5839, 4.1800)  -0.64
C (3.8394, 3.8758, -2.5546)  -0.80
C (0.5612, 4.1996, -0.6968)  -1.19
C (1.1920, -3.6916, 1.9395)  -0.57
C (-4.8093, -0.4088, -0.9552)  -0.37
C (-0.8099, 2.8302, 2.8421)  -0.59
C (-3.0813, 1.7498, -1.1989)  -0.14
C (-2.2485, 4.5549, 3.6913)  -0.51
C (-0.0344, -1.4843, -3.7891)  0.38
C (-1.5149, -2.8472, -0.4322)  0.22
C (-3.2576, 4.1249, 2.8447)  -0.70
C (-3.5695, -4.9052, 2.1471)  -0.33
C (-1.0205, 3.9035, 3.6902)  -0.70
C (0.6552, 2.7459, -3.3270)  -1.33
C (-3.3470, -2.6464, 2.9193)  0.00
C (-0.3298, -2.2423, -0.3425)  -0.30
C (5.9427, 3.5897, -1.4228)  -0.69
C (-1.9828, -3.4886, -1.6614)  -0.86
C (1.7860, -0.4992, -2.8463)  -1.82
C (5.1955, 4.1469, -2.4580)  -0.61
C (-1.2579, -3.4544, -2.7758)  -1.29
C (1.0888, -2.3234, 2.1680)  0.63
C (1.7020, -1.7788, 3.2962)  -0.31
C (-1.8216, 2.3921, 1.9862)  0.65
C (-2.8909, 0.8277, -0.1692)  0.13
C (-2.7776, -3.8907, 2.6725)  -0.22
C (-5.4117, -3.5803, 2.1378)  -0.42
C (-4.7050, -2.5038, 2.6556)  -0.20
C (0.0601, -2.7507, -2.8666)  0.18
C (3.2106, 3.0387, -1.6286)  0.39
C (3.9981, -0.3178, 0.6322)  -1.15
C (2.2098, -1.7328, -4.9383)  -1.10
C (0.5733, -2.1135, -1.5359)  -0.91
C (-4.9959, 0.5157, -1.9727)  -0.74
H (0.8025, -3.4383, -3.2781)  0.45
H (0.8281, 4.2573, 0.3598)  0.23
H (-3.1396, -5.8802, 1.9390)  0.39
H (2.8630, -2.1468, 5.0543)  0.42
H (0.7129, -4.1341, 1.0742)  0.41
H (-0.4238, 2.5674, -3.3312)  0.25
H (-3.8429, 2.7166, 1.3388)  0.40
H (1.5869, -2.4326, -1.2853)  0.73
H (5.9239, 2.3279, 0.3013)  0.33
H (-2.9423, -3.9909, -1.6415)  0.55
H (-5.2122, -1.5641, 2.8374)  0.42
H (2.8050, 3.1169, 2.3085)  0.32
H (-1.7294, -4.0752, 2.8787)  0.45
H (2.6439, 1.5320, 3.0852)  0.25
H (-3.6055, -0.9764, 0.7329)  -0.29
H (-2.3963, 2.5843, -1.3096)  0.31
H (-5.8107, 0.3937, -2.6750)  0.36
H (5.6748, 4.7938, -3.1830)  0.40
H (0.8256, 3.7335, -3.7677)  0.50
H (5.0370, -0.1456, 0.9343)  0.49
H (-2.4174, 5.3959, 4.3516)  0.39
H (-0.5292, 4.1795, -0.7618)  0.24
H (-1.4338, -0.3345, -2.3411)  0.26
H (-0.2258, 4.2339, 4.3473)  0.42
H (7.0019, 3.8032, -1.3443)  0.38
H (1.6297, -0.7147, 3.4812)  0.29
H (3.5487, -1.0126, 1.3418)  0.23
H (4.0220, -0.7970, -0.3496)  0.24
H (1.7343, -1.8679, -5.9092)  0.33
H (4.2360, 2.1282, 2.6011)  0.43
H (-6.4700, -3.4795, 1.9193)  0.40
H (-4.2171, 4.6268, 2.8477)  0.41
H (-4.2692, 2.3195, -2.8876)  0.44
H (1.9713, -5.5637, 2.6317)  0.41
H (2.4971, -2.7167, -4.5433)  0.39
H (2.7995, -0.6579, -2.5010)  0.36
H (3.2666, 4.3223, -3.3617)  0.34
H (-0.6374, -1.6024, -4.6853)  0.80
H (-2.1694, -2.8630, 0.4307)  0.11
H (-1.6221, -3.9232, -3.6838)  0.45
H (3.0453, -4.5815, 4.6320)  0.38
H (0.9154, 5.1143, -1.1847)  0.44
H (-5.4761, -1.2569, -0.8556)  0.47
H (3.1167, -1.1470, -5.0839)  0.37
H (0.1498, 2.3218, 2.8455)  0.35
H (1.1204, 1.9967, -3.9692)  0.32

Values from the calculation:
* net charge: 0
* LUMO level (spin up / spin down): 0.13 / -0.85 eV
* 2S+1: 6
* highest occupied orbital energy (spin up / spin down): -0.2507 / -0.2693 hartree
* Kohn-Sham gap (spin up / spin down): 6.9 / 6.5 eV



[3]
This record from the Open Molecules 2025 dataset describes a gas-phase ion, C8H20N2P (charge +1) at a distorted geometry. The level of theory is the ωB97M-V functional and the def2-TZVPD basis.

Last column: natural (NBO) charge in e.
Cartesian coordinates (Å):
P (-1.9904, 2.0517, 0.1840)  0.38
N (0.3090, 0.2464, 0.3345)  -0.37
N (-2.1441, -0.6625, -0.1136)  -0.54
C (0.6257, -1.7792, -1.0819)  -0.64
C (-3.5411, -0.8833, -0.4490)  -0.42
C (0.9888, -0.9950, 0.1277)  -0.10
C (1.0561, 1.4412, 0.4266)  -0.06
C (1.5621, 1.7911, -1.0391)  -0.65
C (2.1524, 1.4519, 1.3677)  -0.63
C (0.8578, -1.9087, 1.3737)  -0.62
C (-1.3679, 0.3868, 0.0107)  0.29
H (-3.0903, 1.8886, -0.9014)  0.04
H (0.3240, 2.1790, 0.6664)  0.20
H (2.0612, -0.7695, 0.0783)  0.24
H (-3.4475, -0.9153, -1.5496)  0.24
H (-1.1741, 2.5693, -0.7711)  0.02
H (-0.2056, -2.2649, 1.5480)  0.19
H (1.5379, -2.0817, -1.6497)  0.26
H (-3.8100, -1.8831, -0.0336)  0.25
H (2.0525, 0.8509, 2.2802)  0.23
H (1.4951, -2.8499, 1.4000)  0.24
H (2.1704, 0.9953, -1.6615)  0.23
H (2.5073, 2.5433, 1.6900)  0.25
H (0.0711, -2.7503, -0.8452)  0.21
H (0.7170, 1.9676, -1.6900)  0.20
H (2.0060, 2.8304, -1.1425)  0.24
H (-0.1690, -1.3254, -1.6767)  0.21
H (2.9836, 1.0145, 0.9248)  0.22
H (1.3120, -1.5188, 2.2679)  0.23
H (-1.7322, -1.5965, 0.0089)  0.43
H (-4.1179, -0.0238, -0.0843)  0.23

Values from the calculation:
* net charge: +1
* LUMO level: -3.99 eV
* highest occupied orbital energy: -0.4650 hartree
* Kohn-Sham gap: 8.7 eV



[4]
This record from the Open Molecules 2025 dataset describes a molecular structure, C42H63P3PdSi at a distorted geometry. The level of theory is the ωB97M-V functional and the def2-TZVPD basis.

Last column: Mulliken charge in e.
Cartesian coordinates (Å):
Pd (-0.0360, -0.2780, -0.1431)  -0.07
P (-2.5542, 0.1651, -0.8096)  1.12
P (2.5176, 0.1848, -0.8080)  0.93
P (0.1564, 0.3525, 2.2404)  0.72
Si (-0.0091, 2.0610, -0.3525)  0.93
C (-2.7679, -1.9425, -2.6892)  -1.47
C (1.3371, 4.8021, 2.5369)  -0.93
C (-2.7483, 1.9692, -1.1150)  -0.16
C (3.1714, -1.1413, -1.9372)  0.54
C (1.9867, 3.8338, -3.5976)  -0.86
C (-1.6829, 2.8247, -0.8330)  0.64
C (-4.1693, -0.3041, 0.0498)  0.91
C (3.0668, 2.9866, -3.7921)  -0.98
C (-1.6456, 0.1773, -3.4281)  -1.65
C (-0.0995, -2.3148, -0.6082)  -0.23
C (-4.0693, 3.8532, -1.8626)  -0.99
C (4.0480, 0.6346, 0.1929)  0.26
C (3.3949, -2.4011, -1.0972)  -1.56
C (1.4341, -0.6312, 3.2037)  1.30
C (1.0882, 3.5780, -2.5735)  -0.64
C (-1.6717, 0.8671, 4.4448)  -1.46
C (1.2408, -5.5074, 0.0705)  -1.56
C (1.4221, -2.0848, 2.7038)  -1.42
C (-1.9901, -1.2210, 3.0316)  -1.30
C (5.3536, 0.7430, -0.5889)  -1.70
C (1.4277, -0.6219, 4.7315)  -1.57
C (-0.0845, -3.5321, -0.5577)  0.30
C (0.8960, 4.2406, 1.3488)  -0.75
C (2.3495, 1.6375, -1.9167)  0.18
C (-3.9301, 2.4924, -1.6415)  -0.65
C (-1.5063, 0.2302, 3.0679)  2.54
C (-1.8499, 4.1962, -1.0282)  -0.10
C (3.2400, 1.8925, -2.9577)  -0.65
C (-3.0310, 4.7136, -1.5369)  -0.97
C (-2.7664, -0.4191, -2.5749)  0.43
C (2.1732, -1.3996, -3.0668)  -1.47
C (-5.3583, -0.7187, -0.8138)  -1.49
C (0.5196, 2.9007, 1.2813)  0.82
C (-0.3162, -5.5721, -1.8976)  -1.65
C (3.8072, 1.9272, 0.9699)  -1.26
C (0.5857, 2.1189, 2.4436)  -0.56
C (-0.0955, -5.0039, -0.4882)  1.95
C (1.3993, 4.0242, 3.6839)  -0.98
C (-1.2392, -5.4516, 0.4324)  -1.64
C (-4.5775, 0.7704, 1.0665)  -1.53
C (1.0218, 2.6909, 3.6385)  0.04
C (1.2590, 2.4943, -1.7098)  -0.09
H (1.8350, 4.6822, -4.2535)  0.44
H (2.5295, -2.2140, -3.7022)  0.58
H (-3.0622, -2.2402, -3.6991)  0.51
H (4.1221, -0.8152, -2.3648)  0.65
H (1.2602, -2.1401, 1.6280)  -0.27
H (-2.1877, -5.0441, 0.0798)  0.28
H (2.0647, -5.2087, -0.5792)  0.25
H (1.5643, 0.3718, 5.1541)  0.33
H (4.1574, -2.2450, -0.3292)  0.30
H (6.1642, 0.9523, 0.1127)  0.50
H (0.8728, 4.8490, 0.4500)  0.29
H (-3.1346, 5.7799, -1.6947)  0.43
H (-1.7374, 1.2602, -3.5241)  0.23
H (4.0647, 1.2180, -3.1493)  0.40
H (1.6401, 5.8415, 2.5687)  0.42
H (-1.5064, -1.8172, 3.8080)  0.33
H (0.2293, 4.2254, -2.4531)  0.38
H (-3.0693, -1.2657, 3.2011)  0.39
H (-6.1667, -1.0441, -0.1552)  0.48
H (2.2506, -1.2469, 5.0873)  0.45
H (2.3656, -0.1702, 2.8502)  0.05
H (-0.3252, -6.6655, -1.8743)  0.46
H (-0.6743, -0.0438, -2.9715)  0.01
H (-3.7115, 1.2448, 1.5295)  0.26
H (0.6272, -2.6562, 3.1872)  0.28
H (2.9096, 1.8679, 1.5781)  -0.02
H (-3.4559, -2.4113, -1.9827)  0.19
H (1.7473, 4.4547, 4.6148)  0.43
H (-1.0482, 4.8765, -0.7631)  0.25
H (-3.8625, -1.1890, 0.6181)  0.30
H (3.7193, -3.2278, -1.7332)  0.59
H (4.1448, -0.1873, 0.9119)  0.68
H (5.3122, 1.5675, -1.3007)  0.28
H (1.4200, -5.0880, 1.0622)  0.22
H (-5.1578, 1.5595, 0.5904)  0.38
H (-2.1179, 0.8001, 2.3598)  -1.82
H (0.4767, -5.2438, -2.5711)  0.30
H (-1.3996, 1.9215, 4.4262)  0.41
H (-5.1169, -1.5450, -1.4802)  0.37
H (3.6948, 2.7720, 0.2868)  0.26
H (-4.7495, 1.8352, -1.8988)  0.24
H (-5.7426, 0.1038, -1.4168)  0.20
H (2.3744, -2.5689, 2.9363)  0.50
H (-1.3123, -6.5424, 0.4567)  0.43
H (-2.7190, 0.7968, 4.7515)  0.46
H (2.0333, -0.5134, -3.6880)  0.26
H (4.6518, 2.1370, 1.6301)  0.62
H (-1.7735, -2.3295, -2.4839)  0.01
H (0.5026, -1.0472, 5.1212)  0.27
H (5.6045, -0.1758, -1.1191)  0.35
H (-1.0717, -5.0911, 1.4487)  0.27
H (-1.6627, -0.2594, -4.4288)  0.60
H (1.2375, -6.5980, 0.1486)  0.46
H (-3.7317, -0.0299, -2.9154)  0.93
H (1.2099, -1.6907, -2.6461)  -0.05
H (2.4580, -2.6866, -0.6141)  -0.04
H (-1.0688, 0.3646, 5.2007)  0.19
H (-1.7713, -1.6741, 2.0606)  0.03
H (1.0764, 2.0975, 4.5401)  0.14
H (-4.9907, 4.2420, -2.2779)  0.43
H (3.7658, 3.1689, -4.5988)  0.43
H (-1.2681, -5.2238, -2.3017)  0.28
H (-5.1887, 0.3320, 1.8579)  0.46

Values from the calculation:
* net charge: 0
* LUMO level: 0.37 eV
* highest occupied orbital energy: -0.2384 hartree
* Kohn-Sham gap: 6.9 eV



Computed energy above the lowest of the compared OMol25 structures with the same formula, charge and spin, in the same sequence as the records: 0.000; 1.535; 2.246; 0.000 eV.